This record from the Open Molecules 2025 dataset describes 7 unconnected molecules or ions with the total composition C25H41BBrF3NO13P2S in a non-equilibrium geometry. The level of theory is ωB97M-V/def2-TZVPD.

Its total charge is -1. The orbital gap is 5.552 eV. Its total energy is -162987.2610 eV. The calculation puts the HOMO energy at -3.8 eV. As for the max |F|: 2.772 eV/A. The multiplicity is 1.

The geometry in XYZ format:
```
88
Properties=species:S:1:pos:R:3:mulliken_charge:R:1
N -2.217 -0.798 -0.396 -0.622
B -1.176 -1.806 0.071 0.289
P -0.871 -1.448 1.941 0.124
S -0.015 0.267 2.339 -0.555
P -2.006 -3.569 -0.076 -0.080
O -3.530 -3.342 -0.863 -0.498
Br -2.511 -4.463 1.967 -0.341
C 0.166 -1.645 -0.876 0.789
F 0.443 -2.779 -1.683 -0.313
F 1.364 -1.445 -0.160 -0.260
F 0.069 -0.587 -1.781 -0.249
H -1.949 0.165 -0.187 0.145
H -2.483 -0.925 -1.371 0.195
H -2.145 -1.490 2.604 0.052
H -0.109 -2.522 2.509 0.017
H -4.117 -2.844 -0.259 0.284
O -3.368 1.247 2.653 -0.519
C -3.879 1.981 1.859 0.402
O -3.389 2.206 0.610 -0.335
C -4.172 3.215 -0.038 -0.076
C -5.504 3.207 0.678 -0.309
C -5.112 2.820 2.092 -0.534
H -3.655 4.174 0.057 0.022
H -4.275 2.974 -1.097 0.267
H -6.032 4.157 0.614 0.220
H -6.149 2.433 0.253 0.280
H -4.841 3.691 2.693 0.259
H -5.892 2.242 2.584 0.309
O 0.081 -4.588 3.488 -0.519
C 0.695 -5.395 2.850 0.532
O 1.150 -5.165 1.592 -0.219
C 1.743 -6.360 1.071 -0.486
C 2.114 -7.180 2.287 -0.084
C 1.034 -6.799 3.281 -0.597
H 1.010 -6.864 0.435 0.284
H 2.614 -6.103 0.468 0.335
H 2.167 -8.250 2.084 0.377
H 3.090 -6.861 2.665 -0.182
H 0.146 -7.427 3.180 0.261
H 1.402 -6.816 4.305 0.321
O -7.304 5.910 -1.778 -0.631
C -6.323 6.542 -1.490 0.570
O -5.590 6.325 -0.368 -0.320
C -4.558 7.318 -0.272 -0.537
C -4.363 7.823 -1.685 -0.094
C -5.755 7.697 -2.271 -0.330
H -4.893 8.105 0.411 0.256
H -3.650 6.866 0.129 0.371
H -3.958 8.836 -1.729 0.433
H -3.674 7.158 -2.222 -0.009
H -6.360 8.587 -2.082 0.326
H -5.726 7.472 -3.334 0.063
O 6.131 -7.189 3.200 -0.620
C 6.062 -6.021 3.474 0.509
O 5.652 -5.062 2.606 -0.347
C 5.793 -3.769 3.218 -0.100
C 5.800 -4.034 4.707 -0.580
C 6.454 -5.401 4.791 -0.384
H 6.728 -3.320 2.871 -0.042
H 4.962 -3.129 2.921 0.411
H 6.318 -3.263 5.279 0.336
H 4.773 -4.095 5.077 0.257
H 7.542 -5.331 4.841 0.267
H 6.067 -5.981 5.627 0.290
O 8.652 -1.875 1.899 -0.609
C 8.311 -1.778 0.751 0.526
O 7.736 -0.668 0.226 -0.355
C 7.352 -0.922 -1.133 -0.409
C 8.222 -2.077 -1.581 -0.493
C 8.408 -2.859 -0.295 -0.336
H 6.288 -1.170 -1.153 0.269
H 7.517 -0.028 -1.733 0.300
H 7.780 -2.659 -2.390 0.336
H 9.190 -1.701 -1.925 0.253
H 7.603 -3.581 -0.136 0.219
H 9.378 -3.353 -0.258 0.316
O -3.344 5.502 -3.167 -0.610
C -3.647 5.502 -4.329 0.516
O -4.221 6.560 -4.962 -0.310
C -4.552 6.189 -6.308 -0.460
C -3.651 5.017 -6.631 -0.500
C -3.498 4.344 -5.280 -0.519
H -5.612 5.922 -6.345 0.276
H -4.379 7.035 -6.973 0.308
H -4.055 4.364 -7.405 0.328
H -2.678 5.381 -6.972 0.268
H -4.297 3.624 -5.090 0.276
H -2.523 3.872 -5.172 0.330
```

This record from the Open Molecules 2025 dataset describes a molecular structure, C25H41BrKN4OS5 in a non-equilibrium geometry. The level of theory is ωB97M-V/def2-TZVPD.

Its total charge is +1. The orbital gap is 7.899 eV. Its total energy is -175138.5664 eV. As for the energy above the lowest of the compared OMol25 structures with the same formula, charge and spin: 57.85 kJ/mol. The calculation puts the HOMO energy at -10.5 eV. As for the max |F|: 1.995 eV/A. The multiplicity is 1.

The geometry in XYZ format:
```
78
Properties=species:S:1:pos:R:3:mulliken_charge:R:1
K -0.328 -0.661 -0.480 1.996
C -2.771 2.920 1.473 0.347
C -3.066 3.247 0.018 -1.282
S -1.824 2.642 -1.167 0.266
C -0.659 4.038 -1.207 -1.127
C 0.236 4.199 0.015 -0.975
S 1.074 2.641 0.457 0.450
C 1.454 2.995 2.205 -1.205
C 1.594 1.720 3.025 -0.897
S 0.176 0.587 2.950 0.203
C -1.065 1.555 3.869 -0.970
C -2.476 1.086 3.549 -0.957
S -2.935 1.135 1.792 0.019
H -3.478 3.441 2.122 0.524
H -1.754 3.212 1.730 -0.720
H -3.143 4.327 -0.114 0.537
H -4.012 2.801 -0.291 0.492
H -1.238 4.950 -1.359 0.585
H -0.062 3.858 -2.099 0.308
H -0.350 4.513 0.879 0.321
H 0.990 4.961 -0.184 0.569
H 0.651 3.623 2.593 0.379
H 2.383 3.562 2.255 0.540
H 1.783 1.977 4.067 0.579
H 2.430 1.120 2.662 0.291
H -0.940 2.607 3.616 0.330
H -0.879 1.434 4.936 0.533
H -3.198 1.683 4.107 0.529
H -2.604 0.039 3.829 0.391
N -2.979 -0.810 -1.151 -0.336
C -3.483 -0.944 -2.521 -0.814
C -2.870 -2.156 -3.212 -0.892
C -1.342 -2.106 -3.295 0.072
N -0.712 -2.741 -2.130 -0.489
H -3.340 -1.578 -0.593 0.146
H -3.334 0.045 -0.737 -0.075
H -3.209 -0.037 -3.067 0.404
H -4.575 -1.038 -2.569 0.443
H -3.290 -2.220 -4.217 0.351
H -3.162 -3.066 -2.677 0.346
H -1.019 -1.062 -3.301 -0.420
H -1.024 -2.568 -4.237 0.520
H 0.292 -2.598 -2.183 0.151
H -0.868 -3.742 -2.170 0.256
Br 7.467 -0.535 -0.501 -0.180
C 5.689 -1.044 -0.082 -0.089
C 4.700 -0.076 -0.004 -0.750
C 3.401 -0.460 0.268 0.602
C 3.077 -1.797 0.501 -0.684
C 4.090 -2.755 0.416 -0.557
C 5.390 -2.382 0.121 -0.720
N 1.733 -2.084 0.779 0.587
C 1.390 -3.085 1.476 -0.746
C -0.020 -3.372 1.782 0.438
C -0.368 -4.590 2.360 -0.980
C -1.692 -4.820 2.695 -0.429
C -2.620 -3.818 2.464 -1.205
C -2.178 -2.636 1.882 -0.405
N -0.919 -2.414 1.534 0.569
H 4.948 0.965 -0.166 0.531
H 2.604 0.272 0.313 0.528
H 3.867 -3.806 0.550 0.445
H 6.170 -3.126 0.047 0.420
H 2.118 -3.768 1.926 0.378
H 0.388 -5.344 2.542 0.489
H -1.991 -5.759 3.141 0.436
H -3.660 -3.947 2.731 0.465
H -2.871 -1.820 1.694 0.549
C 1.018 0.936 -4.624 -1.224
S 1.067 1.302 -2.850 0.580
C 2.783 1.871 -2.802 -1.040
O 1.053 -0.019 -2.163 -0.963
H 1.878 0.326 -4.893 0.398
H 1.009 1.869 -5.186 0.440
H 0.096 0.386 -4.801 0.339
H 2.875 2.766 -3.416 0.487
H 3.430 1.072 -3.162 0.475
H 3.006 2.099 -1.761 0.095
```

This record from the Open Molecules 2025 dataset describes a molecular structure, C25H41BrN2P2Pb in a non-equilibrium geometry. The level of theory is ωB97M-V/def2-TZVPD.

Its total charge is +2. The orbital gap (spin up / spin down) is 4.496 / 3.430 eV. Its total energy is -123416.9778 eV. As for the energy above the lowest of the compared OMol25 structures with the same formula, charge and spin: 248.47 kJ/mol. The calculation puts the HOMO energy (spin up / spin down) at -12.9 / -12.9 eV. As for the max |F|: 3.791 eV/A. The multiplicity is 1.

The geometry in XYZ format:
```
72
Properties=species:S:1:pos:R:3:mulliken_charge:R:1
C -0.696 7.224 -3.039 -0.374
C -0.903 5.859 -3.296 0.635
C -1.180 5.484 -4.617 -0.436
C -1.266 6.468 -5.614 -0.309
N -1.080 7.770 -5.349 -0.544
C -0.799 8.148 -4.092 -0.323
C -0.808 4.867 -2.262 -0.109
C -0.517 4.194 -1.297 -0.683
C -0.342 3.223 -0.302 0.650
C 0.714 3.188 0.601 -1.243
C 0.841 2.088 1.456 -0.622
C -0.084 1.071 1.359 2.045
C -1.197 1.128 0.507 -1.261
C -1.321 2.224 -0.339 -1.156
Pb -1.041 -0.917 2.015 1.216
P 1.773 -1.126 2.113 -0.230
H -1.313 4.436 -4.870 0.375
H -0.446 7.562 -2.037 0.397
H -1.492 6.184 -6.656 0.337
H -0.647 9.226 -3.907 0.353
H -2.142 2.285 -1.038 0.500
H 1.424 4.008 0.623 0.553
H -2.029 0.410 0.369 0.426
H 1.671 2.107 2.151 0.565
C 2.296 -2.779 2.810 -0.611
C 3.282 -3.647 2.039 -1.206
H 1.371 -3.356 2.981 0.436
H 2.717 -2.550 3.806 0.602
H 3.491 -4.538 2.649 0.391
H 2.874 -4.003 1.084 0.255
H 4.246 -3.153 1.855 0.252
C 1.810 -1.366 0.288 0.817
C 2.849 -0.605 -0.515 -1.716
H 0.813 -1.076 -0.081 -0.301
H 1.901 -2.444 0.108 0.223
H 2.638 -0.760 -1.578 0.454
H 2.816 0.473 -0.336 0.282
H 3.865 -0.962 -0.336 0.307
C 3.212 -0.048 2.523 -0.208
C 4.605 -0.662 2.447 -1.489
H 3.023 0.291 3.553 0.514
H 3.160 0.830 1.869 0.374
H 5.344 0.126 2.639 0.456
H 4.762 -1.434 3.206 0.375
H 4.853 -1.081 1.467 0.198
Br 0.824 -1.066 4.812 -0.304
P -2.474 -3.205 -0.711 0.027
C -0.689 -3.509 -0.811 0.780
C -0.334 -4.981 -1.095 -1.438
H -0.223 -3.167 0.129 -0.634
H -0.296 -2.870 -1.617 0.453
H 0.722 -5.080 -1.383 0.396
H -0.497 -5.615 -0.214 0.361
H -0.944 -5.380 -1.917 0.432
C -3.070 -3.116 0.985 -0.058
C -4.472 -3.743 1.106 -1.415
H -3.134 -2.055 1.299 0.087
H -2.351 -3.650 1.627 0.515
H -4.713 -3.956 2.154 0.398
H -5.244 -3.068 0.717 0.366
H -4.518 -4.682 0.542 0.412
C -2.807 -1.653 -1.600 -0.189
C -3.071 -1.849 -3.111 -1.304
H -1.959 -0.968 -1.444 0.217
H -3.695 -1.194 -1.138 0.521
H -3.523 -0.946 -3.549 0.402
H -2.144 -2.050 -3.665 0.326
H -3.760 -2.685 -3.286 0.385
N -0.338 1.467 4.085 -0.453
H -0.503 2.454 4.314 0.237
H 0.676 1.335 3.921 0.089
H -0.512 0.866 4.895 0.226
```